{
  "formula": "C29H46P2SeYb",
  "method": "ωB97M-V with the def2-TZVPD basis set",
  "species": ["Yb", "C", "C", "C", "C", "C", "C", "H", "H", "H", "C", "H", "H", "H", "C", "H", "H", "H", "C", "H", "H", "H", "C", "H", "H", "H", "C", "C", "C", "C", "C", "C", "C", "C", "H", "H", "H", "H", "H", "H", "H", "H", "H", "H", "H", "H", "P", "C", "C", "P", "C", "C", "C", "H", "H", "H", "H", "H", "H", "H", "H", "H", "H", "H", "H", "H", "H", "Se", "C", "C", "C", "C", "C", "C", "H", "H", "H", "H", "H"],
  "xyz": [[1.892, -0.179, 0.263], [-0.980, -1.225, 2.140], [-0.659, -2.359, 1.350], [1.183, -1.828, 2.606], [0.150, -0.903, 2.917], [0.682, -2.744, 1.638], [-2.335, -0.614, 2.291], [-2.272, 0.486, 2.364], [-2.820, -0.967, 3.220], [-3.025, -0.854, 1.471], [0.224, 0.142, 3.971], [-0.778, 0.515, 4.230], [0.825, 1.001, 3.636], [0.692, -0.245, 4.886], [2.508, -1.930, 3.259], [2.476, -1.506, 4.275], [3.283, -1.369, 2.704], [2.853, -2.975, 3.333], [1.378, -3.959, 1.151], [1.909, -4.472, 1.971], [2.139, -3.741, 0.384], [0.677, -4.680, 0.708], [-1.578, -3.134, 0.494], [-1.746, -4.132, 0.928], [-1.166, -3.273, -0.517], [-2.556, -2.637, 0.410], [-3.025, 2.734, -0.578], [-4.100, 1.998, -0.962], [-4.104, 0.918, -1.996], [-3.146, 1.124, -3.200], [-1.870, 0.233, -3.012], [-1.644, -0.034, -1.616], [-1.202, 0.976, -0.640], [-1.608, 2.454, -0.955], [-5.120, 0.860, -2.392], [-2.872, 2.183, -3.307], [-3.920, -0.053, -1.508], [-1.357, 2.675, -2.004], [-3.165, 3.604, 0.063], [-5.081, 2.178, -0.524], [-0.962, 3.102, -0.345], [-1.598, 0.653, 0.327], [-1.976, -1.015, -1.235], [-0.094, 1.028, -0.459], [-3.655, 0.811, -4.132], [-2.075, -0.701, -3.573], [-0.240, 0.766, -3.721], [-0.310, 2.490, -4.223], [-0.324, -0.094, -5.344], [0.795, -1.089, -1.741], [1.240, 0.305, -2.912], [0.154, -2.430, -2.799], [2.531, -1.546, -1.515], [0.380, 3.118, -3.650], [-1.313, 2.929, -4.193], [0.009, 2.511, -5.273], [-0.044, 0.616, -6.124], [-1.338, -0.434, -5.569], [0.349, -0.960, -5.417], [2.717, -1.889, -2.538], [2.638, -2.375, -0.802], [3.275, -0.732, -1.301], [1.710, 1.200, -2.443], [1.917, -0.101, -3.686], [0.425, -3.366, -2.288], [0.660, -2.362, -3.769], [-0.933, -2.376, -2.912], [4.108, 1.090, 1.266], [3.416, 1.762, 2.871], [3.784, 1.233, 4.127], [3.290, 1.782, 5.310], [2.436, 2.895, 5.265], [2.060, 3.428, 4.030], [2.514, 2.864, 2.841], [4.464, 0.371, 4.153], [3.571, 1.348, 6.270], [2.070, 3.339, 6.199], [1.398, 4.302, 3.979], [2.210, 3.257, 1.874]],
  "atomic_forces_ev_per_a": [[-0.495, 1.112, 4.483], [0.144, 0.032, 0.008], [-0.736, 0.723, 0.403], [0.566, -2.473, -1.943], [-1.733, 0.666, -0.181], [1.844, 1.401, 1.390], [-0.438, 0.422, 0.391], [-0.121, -0.421, -0.043], [0.162, 0.140, -0.326], [0.284, 0.084, 0.101], [-0.266, 0.209, 0.099], [0.349, -0.117, -0.091], [-0.034, -0.146, 0.179], [-0.042, 0.105, -0.210], [0.642, 0.061, 0.464], [0.087, -0.136, -0.349], [-0.115, -0.160, 0.285], [-0.158, 0.344, -0.058], [0.346, -0.604, -0.189], [-0.195, 0.158, -0.305], [-0.170, -0.246, 0.243], [0.179, 0.179, 0.120], [-0.535, -0.007, -0.204], [0.060, 0.179, -0.157], [-0.128, -0.047, 0.270], [0.348, -0.238, -0.047], [-1.668, -0.470, -0.548], [1.174, 0.967, 0.513], [-0.278, -0.183, -0.580], [-0.048, -0.043, -0.759], [-0.471, 0.227, -0.096], [2.448, -2.338, 1.567], [-1.334, 0.286, -0.213], [0.840, -0.509, 0.592], [-0.027, 0.057, -0.060], [-0.407, -0.265, 0.091], [-0.058, 0.271, -0.304], [-0.198, 0.069, 0.354], [-0.169, -0.365, 0.109], [0.256, 0.325, -0.003], [-0.113, -0.038, -0.241], [0.169, 0.521, -0.016], [0.001, 0.745, -0.096], [0.815, 0.004, -0.165], [0.140, 0.335, 0.356], [0.251, 0.327, 0.393], [-3.245, 0.253, -2.476], [0.772, 0.746, -0.480], [0.632, -0.116, -0.312], [-4.049, 0.747, -0.145], [0.583, -0.013, 0.260], [0.811, -0.224, 0.051], [2.118, -1.214, -1.978], [-0.180, -0.030, -0.020], [0.218, -0.325, 0.169], [0.044, 0.225, 0.276], [0.131, -0.170, -0.043], [0.131, 0.131, 0.248], [-0.196, 0.270, 0.077], [1.014, -0.334, 0.384], [0.222, 0.134, -0.219], [-0.180, -0.725, -0.561], [-0.232, -0.672, -0.126], [-0.130, 0.333, 0.266], [-0.066, 0.079, -0.394], [-0.186, -0.468, 0.040], [0.355, 0.082, 0.101], [0.849, -0.276, -0.968], [-1.159, 0.902, 1.222], [0.000, -0.059, -0.434], [-0.273, 0.376, -0.266], [0.150, -0.238, 0.150], [-0.199, 0.166, -0.026], [0.699, -0.806, 0.364], [-0.265, 0.433, 0.036], [-0.025, 0.134, -0.242], [0.153, -0.179, -0.457], [0.261, -0.397, 0.112], [0.071, 0.092, 0.165]],
  "energy_ha": -5375.016447,
  "multiplicity": 2,
  "gap_ha": [0.225, 0.149],
  "s2": 0.765,
  "de_lowest_ev": 0.000,
  "total_charge": 1
}